(1)
Below is a molecular structure, C20H38BeF3NO13, with properties calculated with ωB97M-V with the def2-TZVPD basis set.

The geometry in XYZ format:
```
76
Properties=species:S:1:pos:R:3:lowdin_charge:R:1
Be -0.9699 -1.6854 0.9387 0.445
C -0.7072 -3.3755 -0.8620 -0.271
O 0.1892 -2.5685 -0.0692 -0.134
O -1.9730 -3.0518 -0.3244 -0.148
C -0.3893 -3.5035 -2.3751 -0.570
F -0.0898 -4.7576 -2.7374 0.164
F -1.3021 -3.0364 -3.1985 0.185
F 0.6474 -2.7313 -2.6403 0.160
C 1.4972 -3.0874 0.1708 -0.138
C 2.4271 -2.1083 0.9181 -0.055
H 3.3942 -2.1463 0.4167 0.098
H 2.0527 -1.1115 1.1514 -0.045
H 2.5533 -2.3421 1.9752 0.097
H 1.9864 -3.4678 -0.7259 0.129
H 1.3618 -3.9739 0.7904 0.125
H -0.5207 -4.3565 -0.4251 0.146
N 0.2244 -0.0664 -0.0268 -0.400
O 0.3294 -0.4844 1.1376 -0.150
O -0.6709 -0.5648 -0.6463 -0.087
O 0.9707 0.8361 -0.4313 0.023
C -2.1090 -1.1267 3.7544 0.006
O -1.5485 -0.8737 2.4644 -0.192
C -2.0874 0.3439 1.8631 -0.104
C -3.0946 -0.2109 0.8532 -0.116
O -2.4287 -1.0909 -0.0994 -0.297
C -3.3003 -1.3753 -1.1854 -0.113
H -2.1118 -0.2545 4.4081 0.111
H -1.6586 -1.9923 4.2402 0.109
H -3.0462 -1.4349 3.2910 0.102
H -1.2662 0.8650 1.3711 0.101
H -2.5639 1.0578 2.5351 0.163
H -3.5978 0.7016 0.5336 0.141
H -3.7767 -0.9038 1.3459 0.149
H -3.9591 -0.5724 -1.5160 0.138
H -3.8096 -2.2873 -0.8740 0.120
H -2.8019 -1.6852 -2.1040 0.088
C -2.1591 4.5170 -2.2256 -0.142
O -1.7001 4.2013 -0.9754 -0.172
C -2.3065 3.1124 -0.2458 -0.159
C -1.7810 1.7653 -0.5776 -0.183
O -2.1926 1.3523 -1.9323 -0.059
C -1.6918 0.0561 -2.1967 -0.180
H -1.7746 5.4879 -2.5378 0.092
H -3.2372 4.6072 -2.3587 0.082
H -1.8810 3.6842 -2.8716 0.086
H -3.3891 3.1887 -0.3472 0.131
H -2.0924 3.4567 0.7660 0.133
H -2.1874 1.2088 0.2669 0.031
H -0.6926 1.7749 -0.5189 0.130
H -2.0846 -0.2001 -3.1807 0.118
H -1.9469 -0.7912 -1.5603 0.006
H -0.6109 0.0336 -2.3352 0.116
O 4.0254 -0.8909 3.1599 0.087
C 3.3300 -0.0083 2.6230 -0.398
O 3.7498 1.2337 2.4597 0.080
C 2.8092 2.1079 1.8905 -0.115
C 1.5037 1.3798 2.2051 -0.104
C 1.8441 -0.0410 2.2246 -0.200
H 3.0146 2.2182 0.8258 0.035
H 2.7812 3.0898 2.3628 0.149
H 0.7027 1.6677 1.5242 0.116
H 1.0655 1.6202 3.1737 0.134
H 1.9199 -0.2043 1.1496 0.072
H 1.2860 -0.8093 2.7596 0.167
O 2.6298 3.2739 -2.1319 0.103
C 2.6516 2.0696 -1.9434 -0.505
O 2.0670 1.1594 -2.6742 0.075
C 2.3903 -0.1551 -2.0926 -0.106
C 3.5710 0.0741 -1.1522 -0.096
C 3.3378 1.4918 -0.7362 -0.114
H 2.5687 -0.8001 -2.9529 0.132
H 1.5464 -0.6007 -1.5658 0.090
H 4.5683 -0.0860 -1.5619 0.132
H 3.5460 -0.6333 -0.3233 0.076
H 4.2373 2.0270 -0.4320 0.153
H 2.7311 1.7833 0.1212 0.030
```

The calculation puts the LUMO energy at -0.3373 eV. The energy relative to the best compared isomer or geometry (same formula, charge and spin) comes out at 467.56 kJ/mol. As for the net charge: 0.

***

(2)
Below is 4 unconnected molecules or ions with the total composition C32H33Br2N3O10, with properties calculated with ωB97M-V with the def2-TZVPD basis set.

The geometry in XYZ format:
```
80
Properties=species:S:1:pos:R:3:lowdin_charge:R:1
C 5.3046 1.4707 1.6774 -0.070
C 4.6698 2.2823 0.5570 -0.263
O 4.4731 3.6513 0.9040 -0.148
C 3.2832 3.8766 1.6322 -0.184
C 2.0271 3.8698 0.7503 -0.157
O 1.5569 5.1888 0.4697 -0.121
C 0.6346 5.6881 1.4233 -0.154
C -0.6948 4.9611 1.3476 -0.098
C -1.5789 5.1911 0.3771 0.091
C -2.8717 4.4773 0.2927 -0.338
O -3.7670 4.8893 -0.3960 0.126
C -3.0213 3.2309 1.1167 -0.216
C -4.1404 2.2617 0.8277 -0.703
Br -3.7072 1.3477 -0.8336 0.768
C -5.5486 2.8617 0.8006 -0.749
C -5.8854 3.5655 2.1261 -0.106
Br -6.8067 1.4027 0.4387 0.731
C -2.1429 3.0049 2.0919 0.078
C -1.0363 3.9469 2.3927 -0.344
O -0.4522 3.8928 3.4420 0.133
H 4.6519 1.3949 2.5535 0.070
H 5.4619 0.4532 1.3034 0.040
H 6.2670 1.8966 1.9716 0.081
H 3.7218 1.8136 0.2527 0.114
H 5.3172 2.2725 -0.3259 0.123
H 3.1864 3.1429 2.4471 0.119
H 3.3776 4.8644 2.0985 0.132
H 1.2401 3.2610 1.2125 0.117
H 2.2639 3.4078 -0.2140 0.131
H 1.0279 5.6213 2.4456 0.127
H 0.4846 6.7437 1.1782 0.136
H -1.3976 5.9328 -0.3991 0.144
H -4.1251 1.4933 1.6074 0.098
H -5.6663 3.5353 -0.0425 0.071
H -6.7691 3.1341 2.5965 0.058
H -6.0915 4.6242 1.9433 0.088
H -5.0581 3.4971 2.8384 0.080
H -2.2060 2.1230 2.7276 0.141
O -5.1846 -6.5719 -1.2718 0.088
N -4.6996 -5.4596 -1.3189 -0.335
O -3.5720 -5.2125 -1.7067 0.050
C -5.5341 -4.3246 -0.8802 -0.141
C -6.8137 -4.5756 -0.4183 -0.002
C -7.5866 -3.5005 -0.0050 -0.061
C -7.0754 -2.2099 -0.0618 -0.079
C -5.7888 -1.9846 -0.5358 -0.073
C -5.0046 -3.0504 -0.9455 0.007
H -7.1900 -5.5869 -0.3857 0.119
H -8.5890 -3.6734 0.3628 0.109
H -7.6831 -1.3774 0.2667 0.066
H -5.3917 -0.9795 -0.5806 0.017
H -3.9994 -2.8971 -1.3109 0.099
O 6.6568 -0.9970 -0.2368 0.072
N 6.3410 -2.0252 0.3297 -0.340
O 5.3337 -2.1669 0.9941 0.081
C 7.2465 -3.1826 0.1997 -0.143
C 8.4154 -3.0334 -0.5230 -0.002
C 9.2646 -4.1230 -0.6336 -0.066
C 8.9344 -5.3292 -0.0296 -0.073
C 7.7512 -5.4541 0.6866 -0.065
C 6.8929 -4.3728 0.8076 -0.001
H 8.6488 -2.0862 -0.9854 0.119
H 10.1855 -4.0283 -1.1927 0.108
H 9.6023 -6.1760 -0.1179 0.106
H 7.4942 -6.3954 1.1531 0.108
H 5.9668 -4.4453 1.3575 0.119
O 1.9915 -2.5139 -1.7250 0.078
N 1.4234 -1.5287 -2.1514 -0.352
O 1.9045 -0.4133 -2.1933 0.072
C 0.0374 -1.6944 -2.6327 -0.145
C -0.5507 -2.9435 -2.5474 0.012
C -1.8543 -3.0933 -2.9948 -0.070
C -2.5372 -2.0032 -3.5189 -0.076
C -1.9226 -0.7592 -3.5978 -0.082
C -0.6222 -0.5941 -3.1487 -0.007
H 0.0020 -3.7757 -2.1382 0.122
H -2.3377 -4.0600 -2.9303 0.082
H -3.5550 -2.1244 -3.8672 0.111
H -2.4581 0.0871 -4.0076 0.105
H -0.1253 0.3633 -3.1971 0.119
```

The calculation puts the LUMO energy at -1.7276 eV. As for the net charge: 0.

***

(3)
Below is 4 unconnected molecules or ions with the total composition C3H15NO4, with properties calculated with ωB97M-V with the def2-TZVPD basis set.

The geometry in XYZ format:
```
23
Properties=species:S:1:pos:R:3:lowdin_charge:R:1
C -2.4930 -2.6324 -0.5752 -0.079
C -1.2665 -2.0295 0.0820 -0.427
N -0.7000 -0.8703 -0.6986 0.004
C -0.2004 -3.1043 0.4533 -0.232
O 0.8723 -2.7208 1.2926 -0.019
H -3.1695 -1.8922 -0.7218 0.029
H -2.1932 -3.1786 -1.5068 0.100
H -2.9692 -3.3879 0.0742 0.087
H -1.5482 -1.5948 1.1222 0.155
H -1.4638 -0.1505 -1.0577 0.119
H -0.3895 -1.1563 -1.6186 0.050
H -0.4347 -4.0494 0.7550 0.087
H 0.2260 -3.3412 -0.5218 0.113
H 0.6478 -1.9123 1.6052 0.014
O 1.4868 4.0453 -2.1252 -0.052
H 1.0778 4.7327 -1.6064 0.038
H 2.3969 4.2717 -2.3355 0.048
O 4.4345 2.8789 4.6720 -0.070
H 4.7852 2.2220 5.3026 0.047
H 3.6031 3.2907 4.8954 0.023
O -1.3273 3.6831 -2.5791 -0.122
H -0.4556 3.6510 -3.1131 0.056
H -0.9195 3.2451 -1.7946 0.029
```

The calculation puts the LUMO energy at 0.6360 eV. The energy relative to the best compared isomer or geometry (same formula, charge and spin) comes out at 226.22 kJ/mol. As for the net charge: 0.

***

(4)
Below is a molecular structure, C32H37IKN5O5STe, with properties calculated with ωB97M-V with the def2-TZVPD basis set.

The geometry in XYZ format:
```
83
Properties=species:S:1:pos:R:3:lowdin_charge:R:1
K 0.3450 0.5766 0.9084 0.637
C -1.1408 4.6516 0.7169 -0.027
C -2.4225 3.9210 0.9637 -0.266
N -3.4253 4.5348 1.5295 0.086
C -4.5707 3.8428 1.7773 -0.147
C -4.7233 2.5144 1.4866 -0.201
C -5.9971 1.8124 1.8600 -0.227
O -5.8493 0.9010 2.9546 -0.070
C -3.6475 1.8048 0.9000 -0.099
C -3.7824 0.3942 0.5739 -0.099
N -2.8383 -0.4718 0.5455 0.102
C -3.1676 -1.7229 0.0284 -0.346
C -3.6248 -1.8170 -1.2903 -0.019
C -3.9825 -3.0328 -1.8463 -0.095
C -3.8951 -4.1961 -1.1000 -0.120
C -3.4124 -4.1360 0.1994 -0.192
C -3.0355 -2.9197 0.7447 -0.653
I -2.2577 -2.9098 2.6826 0.929
C -2.4537 2.5105 0.5557 -0.370
O -1.4728 2.0189 -0.0446 -0.156
H -1.2391 5.6814 1.0574 0.067
H -0.8825 4.6197 -0.3437 0.082
H -0.3070 4.1634 1.2288 0.076
H -5.3741 4.3992 2.2488 0.089
H -6.4078 1.2711 0.9987 0.104
H -6.7390 2.5491 2.1724 0.107
H -4.9432 0.5737 2.9448 0.070
H -4.7941 0.0514 0.3069 0.127
H -3.6652 -0.9042 -1.8715 0.123
H -4.3162 -3.0688 -2.8757 0.100
H -4.1643 -5.1509 -1.5335 0.094
H -3.3239 -5.0374 0.7930 0.081
N -0.9888 0.7178 3.4349 -0.016
C -0.1914 1.1590 4.5886 -0.281
C 0.8019 2.2300 4.1686 -0.129
C 1.9749 1.6523 3.3475 -0.719
O 2.7289 0.8544 3.9461 -0.050
O 2.0690 2.0413 2.1533 -0.141
H -1.5733 1.4783 3.0965 0.065
H -1.6131 -0.0327 3.7008 0.003
H 0.3689 0.2983 4.9609 0.108
H -0.8187 1.5298 5.4131 0.096
H 1.2209 2.6946 5.0654 0.106
H 0.2961 3.0021 3.5822 0.101
Te 1.2882 2.0778 -2.8665 0.508
C 3.0363 1.5371 -3.9388 -0.740
C 3.8694 2.4943 -4.5349 -0.194
C 5.0295 2.1401 -5.2093 -0.138
C 5.4088 0.8069 -5.3169 -0.149
C 4.5997 -0.1617 -4.7341 -0.131
C 3.4404 0.1987 -4.0611 -0.188
H 3.5944 3.5394 -4.4536 0.069
H 5.6485 2.9149 -5.6511 0.082
H 6.3170 0.5292 -5.8397 0.076
H 4.8754 -1.2095 -4.7997 0.086
H 2.8276 -0.5748 -3.6103 0.065
O 1.7157 -1.6013 1.4281 -0.649
S 3.0957 -1.6396 0.8179 0.945
C 4.2898 -1.3090 2.1676 -0.307
C 5.0877 -0.0559 1.8021 -0.231
C 4.9780 0.1131 0.2836 -0.232
C 3.4947 -0.0701 0.0070 -0.334
H 4.9069 -2.2037 2.2642 0.071
H 3.6782 -1.1623 3.0591 0.074
H 6.1214 -0.1216 2.1488 0.102
H 4.6043 0.7904 2.2927 0.096
H 5.5703 -0.6439 -0.2435 0.106
H 5.3099 1.0929 -0.0586 0.117
H 3.2158 -0.1181 -1.0449 0.062
H 2.9547 0.7340 0.5156 0.058
N 0.3092 -3.8436 0.1216 0.124
C 0.0738 -3.4674 -1.1822 -0.396
C -0.4506 -4.3829 -2.1104 -0.056
C -0.6323 -3.9727 -3.4116 -0.111
C -0.2937 -2.6729 -3.7733 -0.091
C 0.2298 -1.8473 -2.7923 -0.148
N 0.4262 -2.2289 -1.5278 0.138
H -0.3677 -4.4674 0.5288 0.053
H 0.6535 -3.0959 0.7246 0.030
H -0.7009 -5.3878 -1.7928 0.099
H -1.0377 -4.6620 -4.1449 0.093
H -0.4286 -2.3028 -4.7805 0.091
H 0.4963 -0.8154 -3.0127 0.013
```

The calculation puts the LUMO energy at 3.5845 eV. The energy relative to the best compared isomer or geometry (same formula, charge and spin) comes out at 29.07 kJ/mol. As for the net charge: -2.

***

(5)
Below is a molecular structure, C2H3O5P, with properties calculated with ωB97M-V with the def2-TZVPD basis set.

The geometry in XYZ format:
```
11
Properties=species:S:1:pos:R:3:lowdin_charge:R:1
C -1.6282 -0.6580 0.3136 -0.878
C 1.4646 -0.2460 -0.0758 -0.193
O -1.0031 -1.7142 0.3160 -0.087
O 0.5811 2.3148 0.2089 -0.462
O -2.7950 -0.4698 -0.0328 -0.071
O -0.9668 0.4547 1.0575 -0.199
O -0.7935 0.7319 -1.4027 -0.389
P 0.0370 0.9460 -0.1447 0.236
H 2.2508 0.0646 0.6490 0.017
H 0.9948 -1.2101 0.2174 0.011
H 1.8581 -0.2140 -1.1065 0.015
```

The calculation puts the LUMO energy at 7.2323 eV. The energy relative to the best compared isomer or geometry (same formula, charge and spin) comes out at 42.04 kJ/mol. As for the net charge: -2.